A structure of composition C5H8O2. Source: the OMol25 dataset; level of theory: the ωB97M-V functional and the def2-TZVPD basis.

Output
Electronic energy ... -9406.30710 eV
Energy above the lowest of the compared OMol25 structures with the same formula, charge and spin ... 340.1 kJ/mol
Lowest unoccupied orbital energy ... 0.5 eV
Frontier orbital gap ... 10.437 eV

Structure (XYZ):
```
15
Properties=species:S:1:pos:R:3:forces:R:3:nbo_charge:R:1
O -2.3028 1.0631 0.3403 0.3 0.3 0.4 -0.55
C -1.6133 1.7886 1.0187 -0.3 -0.2 -0.2 0.30
C 0.1443 -0.7919 -0.3839 0.0 -0.1 -0.1 -0.32
C 1.1757 -1.5918 -0.7025 -0.1 0.0 -0.1 -0.08
C 2.1192 -1.1203 0.3943 0.2 0.0 0.1 -0.53
C 0.9256 -0.1872 0.7292 0.0 0.3 0.3 0.58
O 0.7545 0.6813 1.5469 0.1 -0.4 -0.3 -0.54
H -1.8387 1.3654 -1.9739 0.0 0.0 -0.1 0.02
H -1.6573 1.7728 2.1215 0.0 0.0 -0.1 0.12
H -0.9155 2.5217 0.5754 -0.1 -0.1 0.0 0.12
H -0.8540 -0.6290 -0.7719 0.2 -0.1 0.0 0.25
H 1.3104 -2.3325 -1.4842 0.0 0.1 0.1 0.22
H -1.5534 1.3790 -2.6629 0.0 0.0 0.0 -0.03
H 3.0327 -0.6081 0.0747 -0.1 -0.1 0.0 0.22
H 2.3630 -1.8535 1.1704 0.0 0.1 -0.1 0.22
```
Forces are in eV/Å.